No. 1
C32H23Cl2F6N6O4S4Tl as an isolated structure. Source: OMol25; level of theory: the ωB97M-V functional and the def2-TZVPD basis.

Results
HOMO-LUMO gap = 0.27149 Ha
M = 1073.1 g/mol

```
! RIJCOSX wB97M-V def2-TZVPD def2/J DEFGRID3
* xyz 0 1
Tl 0.578 -0.831 -0.180
Cl -0.047 -3.484 0.964
C 1.170 -3.484 2.231
C 0.923 -4.232 3.372
C 1.878 -4.328 4.367
C 3.095 -3.684 4.218
C 3.318 -2.908 3.099
Cl 4.822 -2.099 2.931
C 2.361 -2.765 2.082
S 2.788 -1.741 0.730
H -0.016 -4.752 3.457
H 1.683 -4.917 5.247
H 3.872 -3.784 4.959
N 3.018 3.099 0.252
C 2.471 3.309 1.491
C 2.617 4.340 2.406
C 1.915 4.221 3.586
C 1.117 3.104 3.852
C 0.964 2.079 2.943
C 1.632 2.195 1.727
N 1.672 1.372 0.634
C 2.508 1.922 -0.213
C 2.844 1.333 -1.484
C 3.769 1.764 -2.398
S 3.808 0.710 -3.747
C 2.573 -0.237 -3.012
N 2.193 0.198 -1.864
H 3.685 3.695 -0.206
H 3.250 5.188 2.191
H 1.989 5.001 4.329
H 0.616 3.053 4.807
H 0.372 1.203 3.142
H 4.416 2.614 -2.345
H 2.173 -1.113 -3.486
F 2.000 -5.326 -0.930
C 2.148 -4.962 -2.198
F 3.385 -4.486 -2.350
F 2.031 -6.046 -2.954
S 0.934 -3.606 -2.646
O 1.325 -2.522 -1.780
O 1.130 -3.350 -4.038
N -0.421 -4.295 -2.259
S -1.649 -3.388 -1.908
O -2.702 -4.120 -1.300
O -1.319 -2.100 -1.349
C -2.296 -2.885 -3.606
F -1.438 -2.024 -4.174
F -3.464 -2.243 -3.483
F -2.470 -3.894 -4.451
N -6.016 3.246 6.163
C -5.276 2.792 5.415
C -4.377 2.204 4.497
C -3.227 1.569 4.972
C -2.376 0.946 4.086
C -2.651 0.970 2.715
C -3.785 1.636 2.242
C -4.648 2.245 3.127
C -1.757 0.341 1.811
C -0.977 -0.168 1.041
H -3.015 1.565 6.033
H -1.493 0.437 4.449
H -3.978 1.671 1.182
H -5.537 2.750 2.778
C -0.473 1.849 -5.030
C -1.546 1.688 -3.944
C -1.938 3.058 -3.369
C -2.771 0.943 -4.489
C -0.962 0.927 -2.866
N -0.458 0.392 -1.989
H -0.893 2.394 -5.873
H -0.129 0.878 -5.377
H 0.380 2.406 -4.646
H -2.332 3.686 -4.164
H -1.071 3.551 -2.933
H -2.698 2.953 -2.599
H -3.289 1.567 -5.214
H -3.461 0.689 -3.687
H -2.465 0.025 -4.983
*
```



No. 2
A 2-piece molecular cluster, C7H10FNO3 overall. Source: OMol25; level of theory: the ωB97M-V functional and the def2-TZVPD basis.

Results
HOMO-LUMO gap (alpha / beta) = 0.29824 / 0.28991 Ha
M = 175.2 g/mol

```
! RIJCOSX wB97M-V def2-TZVPD def2/J DEFGRID3
* xyz 0 1
C -0.177 -2.186 -0.552
C 2.171 -0.105 0.385
C -2.934 -0.552 -0.148
C -1.020 -0.514 1.570
C 4.458 -0.346 -0.327
C -0.505 -0.901 -0.855
C -1.416 -0.106 0.085
N 0.113 -3.245 -0.242
O 2.131 0.772 1.162
O -0.303 -0.356 -2.142
O 3.016 -0.700 -0.353
F -1.249 1.204 -0.179
H -3.581 -0.197 0.635
H -3.123 -1.668 0.005
H -3.236 -0.444 -1.252
H -0.627 -1.561 1.654
H -0.106 -0.024 1.923
H -2.018 -0.519 2.033
H 5.028 -0.906 0.373
H 4.682 0.604 -0.156
H 4.963 -0.420 -1.355
H -0.911 0.293 -2.341
*
```



No. 3
One molecule with the formula C17H18N4O4S2. Source: OMol25; level of theory: the ωB97M-V functional and the def2-TZVPD basis.

Results
HOMO-LUMO gap = 0.24355 Ha
M = 406.5 g/mol
SMILES = CCN(c1cc(C)cc(C)c1)S(=O)(=O)c1nnc(NC(=O)c2ccco2)s1

```
! RIJCOSX wB97M-V def2-TZVPD def2/J DEFGRID3
* xyz 0 1
C 4.361 -2.749 1.347
C 2.876 -2.328 1.764
N 2.248 -1.330 0.871
S 2.729 0.279 1.403
O 4.010 0.963 0.832
O 2.717 0.286 2.924
C 1.382 0.944 0.920
N 1.344 2.090 -0.178
N 0.145 2.430 -0.509
C -0.875 1.708 0.137
N -2.169 1.695 -0.239
C -3.015 1.006 0.342
O -2.761 0.296 1.254
C -4.546 1.312 0.112
C -5.628 0.899 0.489
C -6.673 1.457 0.068
C -6.109 2.607 -0.602
O -4.740 2.407 -0.555
H -6.582 3.341 -1.494
H -7.778 1.264 0.092
H -5.698 0.000 1.145
H -2.409 2.409 -0.665
S -0.279 0.276 1.093
C 1.982 -1.758 -0.278
C 2.382 -0.642 -1.659
C 1.732 -0.834 -2.675
C 0.965 -1.785 -2.762
C 0.533 -2.865 -2.048
C 1.156 -2.714 -0.525
H 0.765 -3.319 0.236
C -0.371 -3.963 -2.291
H -0.610 -3.836 -3.270
H -1.272 -3.888 -1.549
H 0.181 -4.802 -1.881
H 0.567 -1.997 -3.838
C 2.107 -0.015 -3.850
H 1.663 0.065 -4.750
H 3.182 -0.158 -3.776
H 2.002 1.093 -3.402
H 3.099 -0.100 -1.206
H 2.283 -3.321 1.888
H 3.079 -2.268 2.890
H 4.505 -3.113 0.330
H 5.103 -1.751 1.445
H 4.993 -3.476 1.852
*
```



No. 4
A 2-piece molecular cluster, C2H8OS overall. Source: OMol25; level of theory: the ωB97M-V functional and the def2-TZVPD basis.

Results
HOMO-LUMO gap = 0.35749 Ha
M = 80.2 g/mol
SMILES = CO.CS

```
! RIJCOSX wB97M-V def2-TZVPD def2/J DEFGRID3
* xyz 0 1
C -1.927 0.639 1.255
S -3.472 0.199 0.458
H -1.236 -0.176 1.410
H -1.503 1.529 0.790
H -2.250 1.068 2.201
H -3.447 1.012 -0.625
C 2.359 -0.415 -1.079
O 1.913 -1.315 -0.024
H 2.880 0.433 -0.618
H 3.055 -0.913 -1.747
H 1.495 0.069 -1.539
H 2.131 -2.130 -0.482
*
```